C3H3NO | ωB97M-V/def2-TZVPD

Each atom is followed by the atoms it is bonded to, with distances in Å.
Atoms and positions in Å:
1 C 1.551 0.377 -0.046  C3 1.452, N4 1.678
2 C 3.258 -0.326 1.642  N4 1.201, O5 1.149
3 C 0.213 -0.156 -0.229  C1 1.452, H6 1.069, H7 1.033, H8 1.160
4 N 2.081 -0.218 1.430  C1 1.678, C2 1.201
5 O 4.357 -0.488 1.938  C2 1.149
6 H -0.443 0.671 -0.399  C3 1.069
7 H -0.242 -0.661 0.548  C3 1.033
8 H -0.091 -0.585 -1.262  C3 1.160

Output
**Multiplicity**: 1
**ΔE to the lowest compared entry with this formula, charge and spin**: 3.607 eV
**E_tot**: -245.95899 a.u.
**Gap between HOMO and LUMO**: 8.712 eV

From a Löwdin analysis of the wavefunction, the atomic charges in e read: 0.11 -0.42 -0.19 0.07 0.18 0.07 0.04 0.13

***

H18O9 | ωB97M-V/def2-TZVPD

Each atom is followed by the atoms it is bonded to, with distances in Å.
Atoms and positions in Å:
1 H 0.452 0.250 0.207  O19 0.993
2 H 0.305 0.720 -1.080  O19 0.934
3 H 1.155 -2.194 4.057  O20 0.956
4 H 0.377 -3.240 3.279  O20 1.003
5 H 1.142 -3.790 1.056  O21 1.000
6 H 0.002 -3.648 0.155  O21 0.965
7 H -1.821 2.491 1.548  O22 0.946
8 H -1.937 3.118 0.068  O22 1.009
9 H -1.785 2.893 -4.451  O23 1.014
10 H -1.896 3.766 -3.215  O23 0.972
11 H -1.162 -1.445 -3.793  O24 0.965
12 H -0.577 -2.830 -3.350  O24 0.999
13 H 1.238 1.832 0.320  O25 0.952
14 H 0.913 3.361 0.145  O25 1.006
15 H -2.471 -2.591 0.273  O26 0.964
16 H -1.000 -2.312 0.525  O26 0.974
17 H 3.108 2.011 2.564  O27 0.942
18 H 1.720 2.752 2.565  O27 1.037
19 O 0.949 0.196 -0.652  H1 0.993, H2 0.934
20 O 0.421 -2.252 3.448  H3 0.956, H4 1.003
21 O 0.454 -4.366 0.614  H5 1.000, H6 0.965
22 O -1.926 3.297 1.062  H7 0.946, H8 1.009
23 O -1.234 3.210 -3.661  H9 1.014, H10 0.972
24 O -0.672 -2.207 -4.124  H11 0.965, H12 0.999
25 O 1.633 2.697 0.372  H13 0.952, H14 1.006
26 O -1.606 -2.684 -0.141  H15 0.964, H16 0.974
27 O 2.260 1.965 2.972  H17 0.942, H18 1.037

Output
**Multiplicity**: 1
**ΔE to the lowest compared entry with this formula, charge and spin**: 3.861 eV
**SMILES**: O.O.O.O.O.O.O.O.O
**E_tot**: -687.88389 a.u.
**Gap between HOMO and LUMO**: 10.354 eV

From a Löwdin analysis of the wavefunction, the atomic charges in e read: 0.07 0.02 0.03 0.06 0.06 -0.02 0.01 0.07 0.08 0.03 0.02 0.06 -0.03 0.08 0.06 0.04 0.00 0.08 -0.03 -0.08 -0.08 -0.07 -0.10 -0.08 -0.08 -0.05 -0.11

***

C2H6F2NO3P | ωB97M-V/def2-TZVPD

Each atom is followed by the atoms it is bonded to, with distances in Å.
Atoms and positions in Å:
1 C -0.180 1.724 -0.489  N3 1.449, H10 1.092, H11 1.088, H12 1.091
2 C 1.243 -0.223 -0.988  N3 1.443, H13 1.094, H14 1.086, H15 1.092
3 N 0.170 0.346 -0.209  C1 1.449, C2 1.443, P9 1.619
4 O -1.540 0.352 1.815  P9 1.442
5 O -1.424 -2.054 0.356  F7 1.385, P9 1.969
6 O 0.633 -1.157 1.720  F8 1.402, P9 1.617
7 F -2.264 -1.628 -0.659  O5 1.385
8 F 0.221 -2.093 2.678  O6 1.402
9 P -0.600 -0.389 1.011  N3 1.619, O4 1.442, O5 1.969, O6 1.617
10 H -0.484 1.835 -1.532  C1 1.092
11 H -1.006 2.015 0.156  C1 1.088
12 H 0.672 2.377 -0.292  C1 1.091
13 H 2.183 0.293 -0.769  C2 1.094
14 H 1.353 -1.277 -0.746  C2 1.086
15 H 1.022 -0.119 -2.053  C2 1.092

Output
**Multiplicity**: 1
**ΔE to the lowest compared entry with this formula, charge and spin**: 2.723 eV
**SMILES**: CN(C)P(=O)(OF)OF
**E_tot**: -901.16783 a.u.
**Gap between HOMO and LUMO**: 10.644 eV

From a Löwdin analysis of the wavefunction, the atomic charges in e read: -0.08 -0.08 -0.31 -0.21 -0.18 -0.13 -0.15 -0.03 0.63 0.10 0.08 0.09 0.10 0.09 0.10

***

C3H8NO3 | ωB97M-V/def2-TZVPD

Each atom is followed by the atoms it is bonded to, with distances in Å.
Atoms and positions in Å:
1 C -0.438 0.551 -0.468  N2 1.466, C6 1.539, H7 1.094, H8 1.075
2 N -0.575 0.121 0.927  C1 1.466, C3 1.460, H9 1.000
3 C 0.236 -0.965 1.470  N2 1.460, O4 1.262, O5 1.243
4 O 1.400 -1.154 1.022  C3 1.262
5 O -0.317 -1.590 2.391  C3 1.243
6 C -1.677 0.222 -1.319  C1 1.539, H10 1.089, H11 1.090, H12 1.101
7 H -0.281 1.630 -0.377  C1 1.094
8 H 0.407 0.046 -0.900  C1 1.075
9 H -1.521 0.057 1.247  N2 1.000
10 H -1.535 -0.757 -1.774  C6 1.089
11 H -2.019 0.974 -2.030  C6 1.090
12 H -2.544 0.079 -0.656  C6 1.101
13 H 2.306 -0.185 0.064  O15 0.996
14 H 3.474 0.599 0.619  O15 0.949
15 O 3.083 0.372 -0.216  H13 0.996, H14 0.949

Output
**Multiplicity**: 1
**Net charge**: -1
**ΔE to the lowest compared entry with this formula, charge and spin**: 0.331 eV
**E_tot**: -399.66565 a.u.
**Gap between HOMO and LUMO**: 8.268 eV

From a Löwdin analysis of the wavefunction, the atomic charges in e read: -0.27 0.01 -0.75 -0.08 -0.08 -0.10 0.10 0.09 0.08 0.06 0.05 0.06 -0.03 0.00 -0.13

***

C4H33NO15 | ωB97M-V/def2-TZVPD

Each atom is followed by the atoms it is bonded to, with distances in Å.
Atoms and positions in Å:
1 O 1.756 0.654 0.105  C2 1.231
2 C 0.594 0.319 0.332  O1 1.231, N3 1.346, C6 1.519
3 N -0.362 1.267 0.316  C2 1.346, C4 1.442, H9 1.012
4 C -1.760 1.078 0.619  N3 1.442, O5 1.412, H10 1.082, H11 1.089
5 O -2.036 1.171 2.001  C4 1.412, H12 0.965
6 C 0.249 -1.132 0.621  C2 1.519, C7 1.539, H13 1.080, H14 1.088
7 C 1.582 -1.845 0.908  C6 1.539, O8 1.439, H15 1.090, H16 1.085
8 O 1.382 -3.247 1.162  C7 1.439, H17 0.977
9 H -0.057 2.182 0.012  N3 1.012
10 H -2.135 0.142 0.230  C4 1.082
11 H -2.288 1.902 0.143  C4 1.089
12 H -1.583 0.471 2.488  O5 0.965
13 H -0.234 -1.579 -0.236  C6 1.080
14 H -0.361 -1.215 1.518  C6 1.088
15 H 2.158 -1.530 1.779  C7 1.090
16 H 2.261 -1.717 0.073  C7 1.085
17 H 1.045 -3.643 0.336  O8 0.977
18 H 0.794 3.541 2.803  O20 0.964
19 H -0.696 3.554 2.450  O20 0.962
20 O 0.166 3.848 2.139  H18 0.964, H19 0.962
21 H 2.593 1.745 1.560  O23 0.973
22 H 2.729 3.214 1.184  O23 0.967
23 O 2.589 2.637 1.948  H21 0.973, H22 0.967
24 H -1.149 2.179 -3.807  O26 0.963
25 H -0.494 2.852 -2.688  O26 0.972
26 O -0.354 2.087 -3.272  H24 0.963, H25 0.972
27 H -1.750 -2.006 3.794  O29 0.972
28 H -3.229 -2.015 3.528  O29 0.967
29 O -2.528 -2.582 3.880  H27 0.972, H28 0.967
30 H 0.673 4.607 -1.042  O32 0.962
31 H 1.195 3.231 -1.627  O32 0.967
32 O 0.443 3.692 -1.232  H30 0.962, H31 0.967
33 H 2.590 1.846 -0.916  O35 0.977
34 H 3.444 3.031 -1.497  O35 0.953
35 O 2.763 2.398 -1.703  H33 0.977, H34 0.953
36 H 1.072 -1.287 -3.614  O38 0.976
37 H -0.293 -1.906 -3.836  O38 0.966
38 O 0.601 -2.138 -3.553  H36 0.976, H37 0.966
39 H 0.457 -3.125 -2.163  O41 0.993
40 H -0.582 -3.662 -1.127  O41 0.964
41 O 0.316 -3.801 -1.448  H39 0.993, H40 0.964
42 H 1.901 1.134 -3.012  O44 0.969
43 H 1.380 0.858 -4.463  O44 0.958
44 O 1.901 0.498 -3.744  H42 0.969, H43 0.958
45 H -0.443 0.454 4.514  O47 0.967
46 H 0.199 -0.882 4.019  O47 0.964
47 O -0.559 -0.295 3.914  H45 0.967, H46 0.964
48 H -2.860 -3.389 2.141  O50 0.974
49 H -1.855 -4.093 1.341  O50 0.971
50 O -2.753 -3.737 1.238  H48 0.974, H49 0.971
51 H -3.264 -2.558 -2.585  O53 0.967
52 H -2.756 -1.179 -2.924  O53 0.962
53 O -2.452 -2.034 -2.606  H51 0.967, H52 0.962

Output
**Multiplicity**: 1
**ΔE to the lowest compared entry with this formula, charge and spin**: 0.630 eV
**E_tot**: -1355.59942 a.u.
**Gap between HOMO and LUMO**: 9.696 eV

From a Löwdin analysis of the wavefunction, the atomic charges in e read: -0.01 -0.42 0.13 -0.23 -0.05 -0.05 -0.24 -0.09 0.10 0.12 0.13 0.03 0.11 0.10 0.12 0.12 0.04 0.02 0.02 -0.07 0.02 0.04 -0.06 0.04 0.01 -0.06 0.01 0.06 -0.05 0.07 0.00 -0.07 0.02 0.07 -0.05 0.02 0.04 -0.05 0.01 0.03 -0.07 0.00 0.04 -0.06 0.08 0.08 -0.04 -0.01 0.03 -0.08 0.05 0.04 -0.05